(1)
An isolated molecule of C6H14O in a non-equilibrium geometry. Source: OMol25; level of theory: ωB97M-V/def2-TZVPD.

The geometry in XYZ format:
```
21
Properties=species:S:1:pos:R:3:nbo_charge:R:1
C 2.217 2.532 -0.231 -0.60
C 1.891 1.048 -0.373 -0.39
C 0.402 0.749 -0.218 -0.38
C 0.043 -0.731 -0.379 -0.39
C -1.463 -0.939 -0.157 -0.48
C -1.987 -2.274 0.346 -0.07
O -2.375 -1.939 1.762 -0.76
H 3.291 2.721 -0.338 0.21
H 1.903 2.913 0.748 0.20
H 1.698 3.120 -0.997 0.20
H 2.233 0.691 -1.353 0.19
H 2.455 0.472 0.373 0.19
H 0.064 1.085 0.772 0.20
H -0.165 1.344 -0.950 0.19
H 0.598 -1.312 0.371 0.20
H 0.407 -1.075 -1.362 0.20
H -1.782 -0.565 0.859 0.26
H -2.059 -0.481 -0.962 0.20
H -2.854 -2.663 -0.198 0.18
H -1.220 -3.049 0.453 0.19
H -3.297 -1.644 1.833 0.47
```

Energy relative to the best compared isomer or geometry (same formula, charge and spin) = 1.3418 eV
Structure (SMILES) = CCCCCCO
Frontier orbital gap = 0.414 Ha
Spin multiplicity = 1

(2)
A cluster of 2 separate species, C4H9NO2 in total in a non-equilibrium geometry. Source: OMol25; level of theory: ωB97M-V/def2-TZVPD.

The geometry in XYZ format:
```
16
Properties=species:S:1:pos:R:3:nbo_charge:R:1
C 2.160 0.022 -0.727 -0.27
O 1.178 0.973 -0.197 -0.52
C 0.324 0.477 0.755 0.83
C -0.681 1.529 1.498 -0.73
O 0.421 -0.652 1.165 -0.62
H 2.866 0.514 -1.433 0.20
H 2.661 -0.417 0.136 0.19
H 1.606 -0.767 -1.231 0.22
H -0.306 2.526 1.298 0.22
H -1.799 1.665 1.405 0.25
H -0.585 1.370 2.586 0.23
C -1.656 -1.513 -0.777 -0.04
N -0.887 -1.008 -1.653 -0.62
H -1.306 -1.577 0.253 0.19
H -2.606 -2.014 -0.981 0.14
H -1.291 -1.059 -2.591 0.33
```

Energy relative to the best compared isomer or geometry (same formula, charge and spin) = 2.5122 eV
Structure (SMILES) = COC(C)=O.C=N
Frontier orbital gap = 0.406 Ha
Spin multiplicity = 1

(3)
A structure of composition C16H22BF4N8PtSSe. Source: OMol25; level of theory: ωB97M-V/def2-TZVPD.

The geometry in XYZ format:
```
54
Properties=species:S:1:pos:R:3:nbo_charge:R:1
Pt -1.149 0.136 0.494 0.61
C -2.072 -5.573 -1.921 -0.67
C -2.436 -4.586 -0.880 0.37
N -3.606 -4.437 -0.343 -0.23
N -3.443 -3.423 0.545 -0.33
C -2.212 -2.930 0.577 0.26
S -1.702 -1.706 1.676 -0.06
N -1.544 -3.681 -0.332 -0.21
N -0.174 -3.604 -0.541 -0.61
H -2.936 -6.201 -2.121 0.27
H -1.244 -6.200 -1.591 0.24
H -1.778 -5.074 -2.846 0.25
H -4.223 -3.085 1.089 0.45
H 0.275 -4.424 -0.150 0.38
H 0.030 -3.512 -1.532 0.39
C 1.500 0.777 3.129 -0.41
N 1.046 2.132 2.861 -0.33
C -0.206 2.486 2.569 0.30
Se -1.738 1.387 2.486 -0.05
N -0.251 3.817 2.438 -0.51
C 1.014 4.353 2.614 0.19
C 1.493 5.653 2.543 -0.23
C 2.844 5.824 2.765 -0.19
C 3.685 4.739 3.048 -0.19
C 3.207 3.445 3.115 -0.21
C 1.848 3.273 2.888 0.10
H 1.158 0.116 2.337 0.24
H 1.116 0.436 4.089 0.23
H 2.585 0.778 3.144 0.23
H -1.068 4.301 2.103 0.45
H 0.843 6.487 2.318 0.23
H 3.266 6.818 2.718 0.23
H 4.738 4.921 3.217 0.23
H 3.865 2.616 3.329 0.23
F 1.067 2.171 -2.172 -0.54
B 0.905 2.242 -0.821 1.36
F 1.636 1.230 -0.163 -0.57
F 1.119 3.463 -0.247 -0.54
F -0.561 1.932 -0.555 -0.56
C 1.819 -1.267 -3.818 -0.66
C 0.548 -1.224 -3.047 0.21
C -0.766 -1.423 -3.429 -0.36
C -1.550 -1.102 -2.311 0.20
N -0.749 -0.773 -1.301 -0.34
N 0.517 -0.872 -1.752 -0.33
C -3.032 -1.119 -2.160 -0.66
H 1.697 -1.864 -4.719 0.24
H 2.631 -1.690 -3.227 0.23
H 2.103 -0.256 -4.113 0.26
H -1.116 -1.714 -4.405 0.25
H 1.252 -0.423 -1.217 0.46
H -3.415 -2.142 -2.133 0.22
H -3.504 -0.615 -3.002 0.25
H -3.329 -0.612 -1.242 0.24
```

Energy relative to the best compared isomer or geometry (same formula, charge and spin) = 0.9081 eV
Frontier orbital gap = 0.288 Ha
Spin multiplicity = 1
Total charge = +1

(4)
A cluster of 2 separate species, C13H30BFNO3Si2 in total. Source: OMol25; level of theory: ωB97M-V/def2-TZVPD.

The geometry in XYZ format:
```
51
Properties=species:S:1:pos:R:3:nbo_charge:R:1
C -0.104 -1.370 -0.133 -0.22
C -0.709 -2.272 -0.639 -0.03
C -1.448 -3.373 -1.257 -0.87
B -0.677 -3.790 -2.565 1.11
F -1.337 -3.792 -3.727 -0.48
C 0.852 -4.195 -2.598 -0.47
O 1.305 -4.509 -3.911 -0.55
C 1.971 -3.415 -4.505 0.24
O 2.197 -3.690 -5.838 -0.52
C 1.026 -3.781 -6.633 -0.09
C 0.285 -2.468 -6.808 -0.09
O -0.812 -2.713 -7.684 -0.73
H 0.605 -0.762 0.384 0.26
H -1.506 -4.205 -0.553 0.26
H -2.465 -3.046 -1.479 0.26
H 1.438 -3.392 -2.143 0.22
H 0.996 -5.073 -1.962 0.22
H 1.364 -2.512 -4.357 0.12
H 2.944 -3.260 -4.032 0.16
H 0.332 -4.533 -6.257 0.19
H 1.356 -4.110 -7.617 0.19
H -0.076 -2.082 -5.855 0.17
H 0.935 -1.708 -7.243 0.17
H -1.626 -2.452 -7.251 0.48
C 2.084 3.769 1.455 -1.12
Si 0.706 3.713 2.757 1.83
C -0.626 4.922 2.144 -1.13
C 1.444 4.503 4.320 -1.13
N 0.190 2.135 2.944 -1.75
Si -1.002 1.568 3.973 1.83
C -2.736 2.273 3.645 -1.13
C -0.652 1.847 5.819 -1.13
C -1.147 -0.307 3.740 -1.12
H 2.460 4.787 1.295 0.20
H 2.921 3.141 1.770 0.22
H 1.712 3.388 0.501 0.22
H -0.188 5.871 1.810 0.20
H -1.347 5.154 2.933 0.21
H -1.170 4.485 1.304 0.22
H 2.148 3.815 4.792 0.22
H 0.667 4.749 5.047 0.21
H 1.982 5.432 4.087 0.21
H -2.815 3.309 3.986 0.22
H -3.511 1.696 4.165 0.20
H -2.954 2.247 2.576 0.22
H 0.375 1.559 6.053 0.22
H -1.323 1.253 6.452 0.20
H -0.785 2.895 6.096 0.22
H -0.192 -0.786 3.968 0.22
H -1.404 -0.528 2.702 0.22
H -1.916 -0.749 4.387 0.20
```

Frontier orbital gap = 0.208 Ha
Spin multiplicity = 1
Total charge = -1

(5)
An isolated molecule of C3H5FS in a non-equilibrium geometry. Source: OMol25; level of theory: ωB97M-V/def2-TZVPD.

The geometry in XYZ format:
```
10
Properties=species:S:1:pos:R:3:nbo_charge:R:1
C 0.858 -0.596 0.564 -0.63
C -0.302 -0.208 -0.426 0.11
F 0.448 -0.649 -1.640 -0.39
C -1.146 0.908 -0.260 -0.27
S -0.795 2.470 -0.845 0.06
H 1.544 -1.265 -0.076 0.28
H 1.377 0.418 0.526 0.21
H 0.454 -0.720 1.609 0.23
H -0.978 -1.142 -0.195 0.19
H -1.461 0.785 0.742 0.21
```

Energy relative to the best compared isomer or geometry (same formula, charge and spin) = 2.5609 eV
Structure (SMILES) = C[C@H](F)C=S
Frontier orbital gap = 0.291 Ha
Spin multiplicity = 1

(6)
A cluster of 5 separate species, C47H100N2O2P in total in a non-equilibrium geometry. Source: OMol25; level of theory: ωB97M-V/def2-TZVPD.

The geometry in XYZ format:
```
152
Properties=species:S:1:pos:R:3:mulliken_charge:R:1
C -4.260 2.597 0.678 -0.70
O -2.992 2.146 0.155 -0.15
C -2.880 2.395 -1.264 -0.38
C -2.033 1.284 -2.056 0.28
C -1.974 -0.137 -1.326 -0.13
C -1.350 -1.310 -2.239 -0.12
C 0.232 -1.138 -2.359 -0.16
C 1.035 -1.405 -0.984 0.54
C 2.582 -1.522 -1.347 -0.75
C 3.286 -2.936 -1.183 -0.95
C 2.376 -4.200 -0.898 -0.54
C 1.282 -4.531 -2.035 0.10
N 1.627 -4.177 -3.346 0.46
N 0.772 -4.374 -4.349 -0.73
C -0.452 -4.940 -4.023 0.30
C -1.457 -5.095 -5.285 -0.45
C -1.236 -3.739 -6.152 -0.21
C -2.487 -3.351 -7.069 -0.70
C -2.425 -1.737 -7.246 -0.56
C -1.096 -1.220 -7.963 -0.34
C -0.880 0.325 -7.516 -0.74
O -0.245 0.307 -6.217 -0.11
C 0.705 1.380 -6.060 -0.73
C -1.030 -5.443 -2.686 -0.66
C -0.003 -5.202 -1.514 0.57
P -0.356 -5.692 0.264 0.01
C -0.621 -4.198 1.389 -0.91
C -1.867 -6.823 0.404 -0.96
H -4.276 3.714 0.925 0.26
H -5.151 2.323 0.008 0.30
H -4.441 2.054 1.675 0.21
H -3.917 2.531 -1.739 0.49
H -2.327 3.397 -1.394 -0.12
H -2.529 1.121 -3.074 0.15
H -0.962 1.676 -2.203 -0.37
H -1.442 -0.107 -0.319 -0.30
H -3.057 -0.459 -1.106 0.41
H -1.877 -1.359 -3.259 -0.13
H -1.535 -2.323 -1.726 0.07
H 0.673 -1.764 -3.218 0.33
H 0.475 -0.047 -2.643 -0.18
H 0.910 -0.435 -0.374 0.48
H 0.598 -2.232 -0.343 -0.58
H 3.147 -0.773 -0.681 0.44
H 2.720 -1.123 -2.419 0.27
H 4.060 -2.863 -0.335 0.36
H 3.905 -3.136 -2.134 0.26
H 3.068 -5.124 -0.870 0.44
H 1.924 -4.119 0.139 0.04
H 2.541 -3.754 -3.594 0.33
H -1.189 -6.020 -5.916 0.31
H -2.542 -5.162 -4.931 0.29
H -1.123 -2.891 -5.378 0.04
H -0.251 -3.836 -6.720 0.26
H -3.487 -3.563 -6.557 0.32
H -2.417 -3.850 -8.087 0.32
H -2.531 -1.279 -6.207 0.13
H -3.339 -1.381 -7.851 0.38
H -1.149 -1.298 -9.110 0.40
H -0.142 -1.756 -7.657 0.15
H -1.856 0.906 -7.480 0.32
H -0.149 0.780 -8.278 0.40
H 0.242 2.410 -6.211 0.33
H 1.603 1.248 -6.765 0.35
H 1.138 1.368 -4.996 0.09
H -2.049 -5.911 -2.529 0.38
H -0.873 -4.573 2.448 0.33
H 0.346 -3.607 1.463 0.34
H -1.455 -3.555 0.947 0.37
H -1.851 -7.508 -0.508 0.36
H -2.822 -6.189 0.473 0.34
H -1.779 -7.453 1.357 0.30
C 0.779 -8.690 3.058 -0.81
C 0.323 -8.085 4.379 -0.17
C 0.864 -8.824 5.603 -0.89
C 0.420 -10.284 5.735 -0.73
C -1.093 -10.505 5.779 -0.31
C -1.764 -9.847 6.978 -1.19
H 0.414 -9.712 2.933 0.29
H 0.397 -8.098 2.221 -0.04
H 1.870 -8.702 2.991 0.35
H -0.772 -8.048 4.407 0.25
H 0.666 -7.046 4.423 0.33
H 0.575 -8.272 6.503 0.33
H 1.959 -8.799 5.576 0.39
H 0.865 -10.698 6.647 0.40
H 0.836 -10.868 4.907 0.30
H -1.283 -11.582 5.824 0.36
H -1.560 -10.150 4.854 0.22
H -1.339 -10.218 7.914 0.30
H -2.834 -10.072 6.980 0.37
H -1.655 -8.760 6.956 0.28
C -2.745 -1.423 7.108 -1.23
C -2.687 -1.978 5.692 -0.43
C -1.270 -2.328 5.235 0.01
C -0.293 -1.151 5.170 -0.85
C -0.723 0.004 4.264 -0.69
C -0.857 -0.394 2.801 -0.65
H -2.198 -0.482 7.196 0.28
H -3.782 -1.229 7.395 0.38
H -2.325 -2.135 7.823 0.30
H -3.147 -1.266 4.999 0.24
H -3.299 -2.886 5.649 0.38
H -1.326 -2.811 4.253 -0.32
H -0.856 -3.082 5.916 0.48
H 0.678 -1.527 4.827 0.36
H -0.123 -0.761 6.179 0.36
H 0.026 0.799 4.340 0.40
H -1.665 0.438 4.616 0.31
H 0.087 -0.795 2.419 0.17
H -1.125 0.476 2.196 0.30
H -1.635 -1.149 2.659 0.23
C 0.688 4.446 -3.520 -0.54
C 1.596 5.233 -2.585 -0.55
C 1.002 5.430 -1.189 -0.63
C -0.301 6.232 -1.140 -0.22
C -0.226 7.638 -1.738 -0.71
C 0.750 8.551 -1.009 -1.18
H -0.253 4.968 -3.703 0.29
H 1.178 4.300 -4.487 0.36
H 0.461 3.459 -3.105 -0.20
H 1.840 6.199 -3.037 0.27
H 2.544 4.693 -2.485 0.38
H 1.751 5.913 -0.554 0.27
H 0.818 4.446 -0.741 0.34
H -0.620 6.309 -0.094 0.44
H -1.093 5.675 -1.654 -0.03
H -1.224 8.087 -1.689 0.41
H 0.037 7.590 -2.800 0.29
H 0.482 8.644 0.047 0.30
H 0.733 9.550 -1.451 0.43
H 1.776 8.179 -1.073 0.24
C 4.061 13.540 1.609 -1.25
C 3.179 12.405 1.106 -0.29
C 2.451 11.661 2.227 -0.52
C 3.357 10.954 3.239 -0.74
C 4.321 9.926 2.645 -0.42
C 3.615 8.761 1.964 -0.88
H 4.865 13.174 2.250 0.29
H 4.522 14.061 0.766 0.38
H 3.474 14.269 2.175 0.30
H 3.780 11.710 0.512 0.25
H 2.430 12.823 0.425 0.35
H 1.767 10.933 1.778 0.15
H 1.818 12.372 2.770 0.37
H 2.723 10.457 3.982 0.36
H 3.937 11.699 3.793 0.31
H 4.944 9.529 3.454 0.34
H 5.007 10.405 1.939 0.26
H 2.954 8.243 2.664 0.32
H 4.349 8.040 1.596 0.40
H 3.021 9.093 1.110 0.02
```

Frontier orbital gap = 0.247 Ha
Spin multiplicity = 1
Total charge = +1